1.
C18H54N5O6 | ωB97M-V/def2-TZVPD

Geometry as XYZ:
```
83
Properties=species:S:1:pos:R:3:forces:R:3:lowdin_charge:R:1
N -0.273676 -0.013211 -0.465138 -0.1 0.4 -0.4 0.24
H -0.809473 -0.808836 -0.060160 -0.3 0.4 0.2 0.07
H 0.581127 -0.403456 -0.868362 0.1 0.2 0.0 0.06
H -0.069707 0.807599 0.141453 0.1 -0.3 0.2 0.06
H -0.851005 0.436291 -1.215644 0.0 -0.5 -0.2 0.07
C 3.186441 -0.921419 0.493494 -0.6 -0.6 0.4 -0.21
C 3.088117 -0.134304 -0.796920 0.4 0.0 0.6 -0.22
O 2.256894 -0.773927 -1.762136 0.1 0.1 0.1 -0.09
O 1.940238 -0.891627 1.198454 0.1 0.3 -1.1 -0.11
H 3.967352 -0.578347 1.179468 0.2 0.4 -0.4 0.12
H 3.457028 -1.951708 0.218159 -0.1 0.0 0.1 0.13
H 4.116605 -0.007594 -1.144467 -0.1 0.1 -0.3 0.13
H 2.650345 0.847803 -0.614052 0.1 0.0 0.0 0.12
H 2.766042 -1.441390 -2.231819 -0.1 0.0 0.0 0.10
H 1.908018 -1.623907 1.827008 0.1 -0.2 0.1 0.03
C -2.297320 -3.064366 -2.125530 -0.1 0.0 -0.3 -0.05
C -1.762765 -3.336053 -0.732072 0.3 -0.1 -0.2 -0.41
C -0.253353 -3.547401 -0.767824 -0.3 0.0 0.2 -0.23
O 0.024447 -4.765934 -1.407920 0.1 0.0 -0.1 -0.17
C 1.411829 -4.973900 -1.559446 -0.1 0.0 -0.6 -0.09
N -2.060469 -2.193744 0.163361 -0.5 -0.9 0.1 0.03
H -1.931278 -2.107182 -2.512343 0.0 0.0 0.2 0.07
H -3.388501 -3.046598 -2.161442 0.0 0.0 0.1 0.08
H -1.964902 -3.828905 -2.827995 0.0 -0.1 0.1 0.09
H -2.214533 -4.262790 -0.360167 0.1 0.0 0.0 0.14
H 0.128341 -3.567867 0.261843 0.1 0.1 0.0 0.11
H 0.212753 -2.708067 -1.304315 0.1 0.0 0.0 0.11
H 1.895832 -5.148542 -0.595868 0.1 0.1 0.0 0.09
H 1.866379 -4.124329 -2.088473 0.1 0.1 0.3 0.08
H 1.560409 -5.824307 -2.223278 -0.1 -0.2 0.3 0.09
H -1.818990 -2.457006 1.121938 0.3 0.3 -0.1 0.03
H -3.080071 -2.184090 0.198628 0.1 0.6 -0.1 0.10
C -2.115810 2.456370 -4.770975 -0.1 0.6 0.0 -0.05
C -1.167482 1.886386 -3.721544 -0.6 -0.9 -0.6 -0.43
C -0.271694 2.957887 -3.125306 0.1 -0.1 0.1 -0.22
O 0.418609 3.718551 -4.086582 -0.3 0.1 0.1 -0.17
C 1.318282 2.976044 -4.863629 0.8 0.0 -0.3 -0.11
N -1.874567 1.161824 -2.643999 -0.2 0.4 0.3 0.03
H -2.797152 3.179101 -4.306911 0.2 0.1 0.0 0.09
H -2.764617 1.740643 -5.277609 0.3 -0.4 0.2 0.08
H -1.550143 2.985053 -5.538905 -0.1 0.0 0.0 0.08
H -0.565853 1.105289 -4.198582 0.2 0.2 0.0 0.13
H 0.447509 2.489642 -2.437484 0.0 0.0 0.1 0.11
H -0.892243 3.659493 -2.560321 0.1 0.1 0.0 0.13
H 0.846510 2.291050 -5.574088 -0.2 0.0 0.1 0.09
H 2.039863 2.418094 -4.250413 -0.2 -0.1 0.1 0.09
H 1.919454 3.672323 -5.450034 -0.2 0.1 0.1 0.10
H -2.424365 0.416959 -3.061506 0.1 -0.1 0.0 0.08
H -2.571920 1.778164 -2.226471 0.1 0.0 0.0 0.09
C -0.623473 -4.124382 3.027825 -0.2 -0.3 -0.3 -0.06
C -0.404981 -2.835418 3.817288 -0.4 -0.3 -0.3 -0.39
C 1.006532 -2.802122 4.401211 0.4 -0.5 0.5 -0.16
O 1.898985 -2.202790 3.463970 0.0 -0.1 0.3 -0.25
C 2.724495 -1.185750 4.000917 0.2 0.0 0.5 -0.07
N -0.677446 -1.652102 2.982215 0.0 -0.4 0.1 0.06
H 0.166996 -4.311110 2.296503 -0.1 0.2 -0.1 0.07
H -1.598271 -4.085955 2.536270 0.1 0.0 -0.2 0.07
H -0.654653 -5.032368 3.635133 0.1 0.3 0.3 0.09
H -1.169569 -2.832126 4.596562 0.3 0.0 0.3 0.14
H 1.388200 -3.812605 4.585409 -0.2 0.0 0.0 0.13
H 1.059707 -2.306567 5.376375 -0.1 0.4 -0.2 0.13
H 3.492030 -1.591479 4.668356 0.0 -0.1 -0.2 0.10
H 2.140933 -0.480021 4.600753 -0.1 0.1 -0.2 0.10
H 3.193610 -0.691412 3.154280 0.0 0.1 0.3 0.07
H 0.202542 -1.366668 2.561772 -0.3 0.3 0.0 0.04
H -1.008680 -0.899887 3.572682 0.1 0.1 -0.1 0.07
C -0.790596 2.188478 2.901449 -0.5 0.3 0.1 -0.05
C -1.015125 3.055283 1.677046 0.9 -0.2 -0.9 -0.40
C -0.920696 4.554764 1.943851 -0.6 -0.7 0.0 -0.22
O -1.362573 5.202480 0.771104 0.2 0.2 0.1 -0.20
C -1.117076 6.594058 0.818544 0.0 0.4 -0.2 -0.10
N -0.027973 2.673135 0.602174 -0.1 0.8 0.5 0.03
H -1.652248 2.308352 3.563063 0.1 -0.2 0.1 0.09
H 0.095699 2.467496 3.473485 0.1 0.1 -0.1 0.09
H -0.700986 1.143158 2.610071 0.0 0.0 0.0 0.05
H -1.980496 2.857054 1.207473 -0.2 0.0 0.3 0.14
H 0.118643 4.809244 2.184719 0.0 0.1 0.1 0.13
H -1.573916 4.810207 2.787819 0.1 0.2 0.1 0.14
H -0.048785 6.815294 0.724742 0.0 -0.1 0.1 0.09
H -1.497628 7.055017 1.734823 0.0 -0.2 0.1 0.09
H -1.628766 7.072808 -0.015166 0.0 -0.2 -0.1 0.09
H 0.896203 2.919050 0.964509 0.0 -0.3 0.0 0.09
H -0.167170 3.393128 -0.111302 0.0 -0.3 -0.2 0.07
```
Positions in Å, forces in eV/Å.

multiplicity	1
LUMO	-1.73	eV
HOMO-LUMO gap	10.44	eV
F_max	0.0250	hartree/bohr
ΔE to the lowest compared entry with this formula, charge and spin	0.0	kcal per mole
total charge	+1

=====

2.
C16H20N2O3 | ωB97M-V/def2-TZVPD

Geometry as XYZ:
```
41
Properties=species:S:1:pos:R:3:forces:R:3:nbo_charge:R:1
C 1.587823 5.795822 0.067973 -0.2 -0.1 -0.1 -0.61
C 0.693863 4.814709 -0.681002 0.2 0.0 -0.1 -0.40
C 1.484133 3.785898 -1.491015 -0.2 -0.2 0.4 -0.42
C 2.202036 2.759626 -0.617092 0.3 0.2 -0.6 -0.08
O 1.281558 2.016742 0.183034 -0.1 0.2 0.3 -0.49
C 0.719638 0.952689 -0.359652 -0.3 -0.2 0.0 0.81
O 0.859051 0.588211 -1.500106 0.1 0.0 0.0 -0.61
C -0.134365 0.209172 0.657241 0.3 -0.1 0.0 -0.37
C -1.347680 -0.468234 0.012942 -0.1 0.1 -0.2 -0.24
N -1.106584 -1.892817 0.265330 -0.2 0.9 -0.1 -0.23
C -1.941415 -2.918975 -0.128197 -0.2 -0.7 -0.1 0.23
C -3.125334 -2.659025 -0.818377 0.2 0.2 0.1 -0.29
C -3.946320 -3.706532 -1.193141 0.0 -0.2 0.0 -0.19
C -3.605665 -5.013827 -0.890989 -0.1 0.0 -0.1 -0.24
C -2.427492 -5.273244 -0.207125 0.0 0.1 0.0 -0.18
C -1.598483 -4.239265 0.174259 0.1 0.0 0.0 -0.27
N 0.028311 -2.112975 0.886689 0.9 -0.2 0.5 -0.13
C 0.641687 -1.010741 1.154269 -0.9 0.5 -0.5 0.05
C 1.930506 -0.952412 1.824193 0.5 -0.5 0.3 0.55
C 2.520860 -2.294564 2.177710 0.2 0.2 0.1 -0.71
O 2.484203 0.102047 2.068966 -0.2 -0.1 -0.1 -0.54
H 0.982275 6.544825 0.572895 0.0 0.1 0.1 0.21
H 2.186233 5.285450 0.817640 0.1 0.0 0.1 0.20
H 2.257370 6.304975 -0.622159 0.1 0.1 0.0 0.20
H 0.048903 5.371753 -1.364358 -0.1 0.0 0.0 0.20
H 0.052567 4.291111 0.030788 -0.1 0.0 0.0 0.20
H 2.231334 4.290896 -2.105488 0.0 0.0 -0.1 0.21
H 0.806319 3.248395 -2.157742 0.1 0.0 -0.1 0.22
H 2.763976 2.063005 -1.247360 0.0 0.1 0.2 0.21
H 2.874961 3.235889 0.096270 0.0 -0.1 0.0 0.20
H -0.367480 0.884695 1.481836 0.0 -0.1 -0.1 0.25
H -2.296523 -0.160297 0.457812 0.0 0.0 0.0 0.21
H -1.362101 -0.285317 -1.067109 -0.1 0.0 0.1 0.23
H -3.405012 -1.647653 -1.066798 0.0 0.1 0.0 0.22
H -4.860856 -3.496484 -1.727629 -0.1 0.0 0.0 0.21
H -4.252380 -5.825319 -1.187234 -0.1 -0.1 0.0 0.21
H -2.153941 -6.290403 0.030350 0.0 -0.1 0.0 0.21
H -0.679371 -4.427390 0.705314 0.0 -0.1 0.0 0.23
H 3.452619 -2.154160 2.718305 0.0 0.0 0.0 0.23
H 1.816357 -2.858550 2.782759 0.0 -0.1 0.0 0.24
H 2.704418 -2.857726 1.265998 0.0 -0.1 -0.1 0.24
```
Positions in Å, forces in eV/Å.

multiplicity	1
LUMO	0.07	eV
HOMO-LUMO gap	7.98	eV
SMILES string	CCCCOC(=O)[C@H]1CN(c2ccccc2)N=C1C(C)=O
F_max	0.0226	hartree/bohr
ΔE to the lowest compared entry with this formula, charge and spin	59.5	kcal per mole

=====

3.
C4H30N2O12 | ωB97M-V/def2-TZVPD

Geometry as XYZ:
```
48
Properties=species:S:1:pos:R:3:forces:R:3:nbo_charge:R:1
C 0.612773 0.016208 3.118774 -0.1 -5.1 -0.7 -0.68
C 0.938798 0.129730 1.652742 -0.7 0.8 0.5 0.09
O 2.298529 -0.171133 1.564469 0.2 -1.4 1.4 -0.72
C -0.104610 -0.525345 0.706674 1.1 0.7 -1.8 -0.25
N -1.394497 0.260070 0.843038 1.9 -3.1 -4.5 -0.67
C -1.994487 0.588021 -0.389840 -0.2 0.2 0.9 0.80
N -3.185605 1.208323 -0.298326 0.6 -0.5 -2.7 -0.81
O -1.622190 0.297093 -1.551608 0.4 -0.3 1.7 -0.74
H 1.513307 -0.346457 3.611989 0.2 -0.2 -0.1 0.23
H 0.500251 0.915953 3.570049 -1.6 2.6 1.5 0.21
H -0.115698 -0.910119 3.238766 0.8 2.6 0.3 0.26
H 0.951354 1.168408 1.327945 -0.9 0.5 0.1 0.14
H 2.524510 -0.323351 0.682753 0.8 -0.3 -2.3 0.47
H 0.396572 -0.294349 -0.297551 -1.1 -0.2 0.9 0.19
H -0.283670 -1.633798 0.655380 0.3 1.2 0.8 0.23
H -1.429460 0.867129 1.590674 -0.5 1.7 1.6 0.43
H -3.496317 1.384800 -1.253300 -0.5 0.4 0.8 0.41
H -3.659283 1.517711 0.489394 -0.5 0.5 1.4 0.40
O -2.148898 2.735713 2.105855 -3.7 -1.3 -0.1 -0.95
H -1.501372 3.327730 2.349266 2.4 2.1 0.8 0.48
H -2.992134 3.117579 2.472168 1.3 -0.6 -0.5 0.48
O 2.167970 -3.280729 -1.292974 0.1 0.0 -0.3 -0.97
H 2.057617 -2.690773 -2.063240 0.2 -0.1 0.6 0.50
H 2.757286 -2.810623 -0.686807 -0.2 0.0 -0.4 0.50
O -3.170649 -2.649676 -0.667930 -0.3 0.9 0.6 -0.95
H -2.413521 -3.142605 -0.974339 0.7 -0.5 -0.2 0.50
H -2.788190 -1.791993 -0.410478 -0.3 -0.5 -0.3 0.45
O 4.143763 1.692900 0.253536 -1.3 2.2 -2.5 -0.97
H 3.804353 2.371781 0.838167 0.5 -0.7 0.7 0.48
H 4.591811 0.977613 0.622296 0.8 -1.4 1.7 0.49
O 3.637326 -0.875796 -1.347974 1.6 -3.4 2.0 -0.96
H 4.333542 -0.887794 -1.975214 0.9 0.1 -0.9 0.48
H 3.105480 -0.172889 -1.512117 -2.4 3.5 -1.1 0.48
O 0.649711 3.385100 -0.193131 -3.0 -1.1 -0.1 -0.96
H 0.518784 4.283470 -0.436823 0.7 1.0 -0.2 0.49
H 1.502529 3.093060 -0.002497 2.3 0.1 0.2 0.48
O -1.747606 3.071535 -2.930386 1.3 0.8 0.7 -0.95
H -0.858874 2.898484 -2.531742 -1.2 0.0 -0.4 0.48
H -2.013847 2.249624 -3.319059 0.0 -0.8 -0.2 0.47
O 0.452846 -0.818443 -2.830700 0.1 -0.2 0.5 -1.01
H 0.054752 -0.894955 -3.694540 -0.1 0.0 -0.4 0.47
H -0.272787 -0.467293 -2.260334 0.2 0.1 -0.2 0.51
O -0.479943 -3.545868 -1.573857 -0.7 0.4 -0.3 -1.01
H -0.488158 -2.717901 -2.094303 0.4 -0.5 0.4 0.48
H 0.440364 -3.675043 -1.289836 0.0 0.2 0.0 0.51
O -1.785135 -2.159204 2.382803 2.3 -2.1 2.6 -0.93
H -2.358183 -1.751269 1.820573 -2.6 2.0 -2.4 0.47
H -1.649108 -3.020652 1.981601 0.0 -0.2 0.1 0.48
```
Positions in Å, forces in eV/Å.

multiplicity	1
LUMO	-0.08	eV
HOMO-LUMO gap	9.87	eV
SMILES string	C[C@@H](O)CNC(N)=O.O.O.O.O.O.O.O.O.O.O
F_max	0.1125	hartree/bohr
ΔE to the lowest compared entry with this formula, charge and spin	86.2	kcal per mole

=====

4.
C24H36AsCa2F9NO20 | ωB97M-V/def2-TZVPD

Geometry as XYZ:
```
93
Properties=species:S:1:pos:R:3:forces:R:3:lowdin_charge:R:1
Ca 4.872751 3.698110 1.663791 -1.5 -1.9 -0.7 1.72
Ca 0.518025 3.476763 1.441427 -0.1 -0.7 -1.4 1.62
As 2.457732 3.015850 4.819668 -0.2 -0.3 3.1 0.89
F 3.728688 3.056240 6.058236 -1.1 0.1 -1.4 -0.25
F 2.361931 4.785970 4.803298 -0.1 -1.5 -0.2 -0.25
F 1.144297 3.011946 3.544416 1.4 0.2 0.7 -0.39
F 2.654854 1.280738 4.667109 -0.2 1.5 -0.5 -0.22
F 1.232581 2.816796 6.039563 0.7 0.4 -1.1 -0.22
F 3.770375 3.243827 3.592112 0.2 0.1 -0.7 -0.43
C 2.509681 1.559168 0.119812 -0.4 0.3 -1.3 -0.38
O 1.089155 1.504571 0.203027 0.4 0.3 0.3 -0.22
O 2.852850 2.672461 0.870336 1.1 -0.6 0.6 -0.40
C 3.009150 0.077743 0.323442 1.0 0.1 2.0 -0.52
F 2.313797 -0.552536 1.297127 0.0 0.0 -0.3 0.14
F 2.940413 -0.635646 -0.790745 -0.5 0.3 -0.1 0.17
F 4.317388 -0.003223 0.694227 -0.3 0.4 0.2 0.12
C 0.334100 0.677934 -0.676340 -1.6 -0.7 -0.6 -0.21
C -0.919523 1.428519 -1.117234 0.4 -0.4 -1.3 -0.06
H -1.587626 1.813636 -0.349105 0.5 0.2 0.3 0.08
H -0.587663 2.163023 -1.849668 -0.3 0.6 0.4 0.08
H -1.573594 0.775997 -1.698638 0.3 -0.4 0.2 0.06
H 0.007601 -0.267460 -0.231969 0.4 0.2 0.7 0.11
H 0.899367 0.340729 -1.547646 0.2 0.6 0.0 0.12
H 2.829427 1.659505 -0.926369 -0.3 0.6 -0.2 0.17
N -0.351633 5.445998 -1.246381 -0.1 2.5 -0.8 -0.60
O -0.914396 5.392835 -2.335390 0.2 -0.9 0.7 0.03
O -0.011933 4.390177 -0.619673 0.1 -1.1 0.9 -0.25
O -0.064604 6.550712 -0.743458 0.0 -0.9 0.3 -0.03
C -4.107664 2.204506 -2.297156 -0.8 0.9 -0.4 -0.01
C -4.977811 2.027054 -3.533978 0.3 -2.7 0.0 -0.24
C -4.220867 1.262749 -4.650644 -0.3 2.2 -0.3 -0.13
O -4.538271 -0.070989 -4.482703 -0.1 -1.9 0.0 0.08
C -5.605470 -0.218512 -3.683601 -0.6 1.2 0.8 -0.57
O -6.164637 -1.211593 -3.339956 0.5 -0.4 -0.5 0.15
O -6.003683 1.002652 -3.251069 0.0 0.9 0.0 0.06
H -4.574648 2.972479 -1.679384 0.4 0.1 0.2 0.09
H -3.130594 2.511065 -2.668303 0.1 0.3 0.5 0.08
H -4.029544 1.298619 -1.697462 0.0 -0.2 -0.3 0.08
H -5.479291 2.885695 -3.967127 0.1 0.2 0.5 0.15
H -3.139599 1.389675 -4.620686 -0.1 0.0 0.0 0.14
H -4.637161 1.664404 -5.581387 0.4 -0.5 -0.3 0.13
C 7.368137 -0.367061 -3.245630 0.6 -0.2 0.5 -0.01
C 7.730336 0.039906 -1.820820 0.7 0.6 -2.7 -0.27
C 8.584755 1.339484 -1.828859 -0.2 -2.3 0.6 -0.05
O 7.940862 2.024835 -0.763795 0.4 2.1 0.8 0.09
C 6.721976 1.579790 -0.530029 0.5 -0.3 -1.3 -0.54
O 5.901280 2.174188 0.143005 0.0 0.4 0.6 -0.03
O 6.515351 0.476920 -1.213197 -0.9 -0.3 1.4 0.13
H 6.753261 0.395750 -3.720118 -0.3 -0.2 0.1 0.10
H 6.902373 -1.348577 -3.186325 -0.2 0.1 -0.5 0.10
H 8.281836 -0.410965 -3.841732 0.0 -0.3 0.1 0.10
H 8.234399 -0.794554 -1.336081 -0.4 0.2 0.7 0.16
H 8.566823 1.821977 -2.804606 -0.3 0.6 0.3 0.14
H 9.605953 1.111957 -1.533102 0.0 0.3 0.0 0.14
C -7.008962 -2.718847 -0.162916 -0.9 -1.7 0.7 -0.02
C -5.752496 -2.472492 0.664074 -1.4 1.8 -3.2 -0.29
C -4.781784 -3.595673 0.591585 -1.0 -1.6 1.6 -0.12
O -3.516304 -3.007163 0.343071 0.2 0.3 0.0 0.06
C -3.749096 -1.772005 -0.200272 -1.3 0.7 -0.4 -0.53
O -2.983323 -1.009595 -0.701803 0.9 -0.7 0.4 0.16
O -5.062551 -1.490886 -0.154143 0.8 0.3 0.9 0.08
H -6.791746 -3.289364 -1.066230 0.3 0.0 0.1 0.09
H -7.638841 -1.907555 -0.520092 0.5 0.6 0.6 0.09
H -7.631844 -3.360409 0.474504 -0.3 0.0 -0.3 0.09
H -6.006989 -2.042897 1.632812 0.4 -0.1 0.1 0.16
H -5.073443 -4.377547 -0.111257 0.4 0.5 -0.7 0.14
H -4.901140 -4.135091 1.538339 1.2 0.1 0.2 0.14
C -0.700974 -2.115263 3.346649 -0.3 -1.1 1.0 0.00
C -1.697257 -1.151446 3.973482 0.4 0.6 -0.3 -0.27
C -1.155658 -0.262017 5.063249 0.0 1.0 0.6 -0.07
O -0.541169 0.836479 4.360986 -0.2 0.1 -1.4 0.05
C -1.159635 0.909327 3.143844 1.1 -2.1 1.4 -0.51
O -0.906265 1.711766 2.295213 -0.3 1.1 -0.4 0.04
O -1.941695 -0.162851 2.951506 -0.7 1.1 -0.4 0.09
H -1.116967 -2.898779 2.712924 -0.5 0.4 -0.2 0.08
H -0.262724 -2.689265 4.168672 0.4 0.1 -0.1 0.10
H 0.063161 -1.601610 2.766402 0.1 0.2 0.3 0.09
H -2.645245 -1.499277 4.380294 0.0 -0.7 -0.7 0.16
H -0.487311 -0.741671 5.773783 0.3 0.2 -0.2 0.15
H -1.947596 0.258178 5.605646 -0.3 -0.6 0.3 0.14
C 1.109674 -4.220074 0.789151 0.2 -0.7 -0.8 -0.01
C 0.523199 -4.017464 -0.611763 2.0 1.9 -0.5 -0.25
C -0.588783 -3.008528 -0.727844 -1.0 -0.7 -0.1 -0.13
O -0.347215 -2.264747 -1.910809 1.1 0.1 -1.4 0.05
C 0.983125 -2.397456 -2.247341 -0.1 -0.4 2.5 -0.55
O 1.650735 -1.759852 -2.986486 -0.7 0.4 -1.0 0.16
O 1.545907 -3.276747 -1.379391 0.2 -0.5 -0.1 0.04
H 1.991409 -4.852906 0.674780 -0.2 -0.3 0.1 0.09
H 0.384378 -4.697404 1.446207 0.1 0.0 0.1 0.08
H 1.525347 -3.318947 1.238507 -0.5 0.4 -0.2 0.08
H 0.411375 -4.895642 -1.244779 -0.6 -0.4 0.7 0.16
H -0.607511 -2.279655 0.082791 -0.2 -0.4 0.3 0.12
H -1.515113 -3.566424 -0.863607 -0.2 0.6 0.3 0.13
```
Positions in Å, forces in eV/Å.

multiplicity	1
LUMO	-4.55	eV
HOMO-LUMO gap	6.27	eV
F_max	0.0753	hartree/bohr
ΔE to the lowest compared entry with this formula, charge and spin	60.8	kcal per mole
total charge	+1